# 1
{"formula": "C3H4NO4S", "method": "the ωB97M-V functional and the def2-TZVPD basis", "lumo_ev": 3.42, "total_charge": -1, "relative_energy_kj_mol": 338.2, "orbital_gap_ev": 7.21, "spin_multiplicity": 1, "elements": ["C", "C", "C", "N", "O", "O", "O", "O", "S", "H", "H", "H", "H"], "positions_angstrom": [[-0.8413, -2.0787, 1.7003], [1.5340, 0.4065, -0.9955], [0.3466, 0.7298, -0.5652], [2.6940, -0.4491, -1.0048], [0.1340, -2.5762, 1.3415], [-1.8446, -1.6251, 2.0099], [2.7147, 0.9150, -1.4677], [-0.4357, -0.0662, 0.1667], [-3.0192, 1.2307, 0.0811], [-0.2729, 1.6304, -0.8961], [2.9878, -0.6353, -0.0342], [-1.7127, 0.3943, 0.3112], [-2.2844, 2.1238, -0.6473]], "forces_ev_per_a": [[0.6, 0.1, -1.1], [2.1, -0.8, -0.5], [-3.5, 0.4, 0.5], [-2.1, -1.8, 0.1], [0.9, -0.7, 0.2], [-1.4, 0.5, 0.9], [0.6, 1.6, 0.1], [-0.1, -0.2, 0.3], [0.4, 0.3, -0.2], [1.7, -0.5, 0.1], [0.5, 1.3, -0.1], [0.8, 0.3, -0.6], [-0.5, -0.4, 0.3]], "lowdin_charge": [-0.4805, -0.3238, -0.2579, 0.0478, 0.1831, 0.1940, -0.0509, -0.2766, 0.2153, 0.0986, 0.0929, -0.1451, -0.2969]}


# 2
{"formula": "C3H4NS", "method": "the ωB97M-V functional and the def2-TZVPD basis", "lumo_ev": [-6.40, -6.59], "total_charge": 1, "relative_energy_kj_mol": 680.0, "orbital_gap_ev": [7.83, 7.52], "spin_multiplicity": 1, "elements": ["C", "C", "C", "N", "S", "H", "H", "H", "H"], "positions_angstrom": [[1.4872, -1.0469, 0.3071], [2.7643, -1.1766, -0.0374], [0.2144, 0.6100, 0.1352], [0.1797, -0.7267, -0.3298], [2.9568, 0.4963, -0.0489], [0.6803, 1.4262, -0.4330], [-0.0351, 0.6564, 1.2211], [0.1204, -1.0038, -1.3304], [-0.4291, -1.3081, 0.2978]], "forces_ev_per_a": [[0.0, -0.2, 0.0], [-0.7, 0.4, -0.5], [0.3, 2.0, 1.5], [1.5, -2.9, 0.7], [0.1, -0.3, 0.2], [-0.9, -0.6, -0.1], [0.2, 0.3, -1.2], [-0.2, 0.6, 0.4], [-0.2, 0.6, -1.2]], "lowdin_charge": [-0.2477, -0.3518, 0.0285, 0.0137, 0.9270, 0.0682, 0.1343, 0.2147, 0.2130]}


# 3
{"formula": "C3H4NS", "method": "the ωB97M-V functional and the def2-TZVPD basis", "lumo_ev": -6.08, "total_charge": 1, "relative_energy_kj_mol": 237.7, "orbital_gap_ev": 9.12, "spin_multiplicity": 1, "elements": ["C", "C", "C", "N", "S", "H", "H", "H", "H"], "positions_angstrom": [[0.7150, -0.5702, -0.2265], [-1.5668, -0.3022, -0.3765], [1.1623, 0.6778, 0.4585], [-0.4262, -0.7528, -0.6490], [2.3076, -0.6966, 0.0700], [-2.2761, -0.0737, -1.0957], [-2.1781, -0.4291, 0.5345], [1.5183, 1.4611, -0.1474], [0.7440, 0.6856, 1.4322]], "forces_ev_per_a": [[2.0, 2.2, 0.6], [-2.1, -2.0, 0.9], [0.9, -1.9, -0.7], [-2.1, 0.1, -0.4], [1.0, -1.5, 0.5], [-0.6, 0.9, -2.3], [1.3, 0.0, 0.6], [-0.5, 1.5, -0.2], [0.1, 0.8, 1.0]], "lowdin_charge": [-0.6631, 0.1689, -0.2132, 0.1530, 1.1507, 0.0925, 0.1402, 0.0756, 0.0955]}